No. 1
This record from the Open Molecules 2025 dataset describes 2 unconnected molecules or ions with the total composition C5H8O2. The level of theory is ωB97M-V/def2-TZVPD.

Computed properties:
frontier orbital gap: 9.29 eV
2S+1: 1
E_HOMO: -0.3052 hartree
SMILES: CC=C=O.C1CO1
total charge: 0
energy above the lowest of the compared OMol25 structures with the same formula, charge and spin: 3.772 eV

Geometry (Å):
C  1.33663  1.24193  0.39192
C  -2.79104  0.24786  -0.16528
C  -1.95743  1.57995  -0.29176
C  1.07692  -1.06007  -0.34470
C  1.48395  -0.01060  0.63708
O  1.25163  2.34766  0.08700
O  -1.34814  0.34839  0.03028
H  -1.69468  1.96990  -1.22201
H  -3.27707  0.19448  0.85855
H  -3.22037  -0.24390  -1.05607
H  -2.15686  2.19402  0.58653
H  0.49580  -1.80072  0.21622
H  1.91998  -1.60551  -0.57332
H  0.31792  -0.60840  -1.00657
H  1.90774  -0.30828  1.67163

Cartesian forces (eV/Å) of the 2 atoms listed first:
0.44 -0.30 -0.01
1.34 2.49 1.08

natural (NBO) population analysis, charges in e, atoms 1 to 5: 0.707, -0.140, -0.100, -0.620, -0.536

No. 2
This record from the Open Molecules 2025 dataset describes a single C5H8O2 molecule. The level of theory is ωB97M-V/def2-TZVPD.

Computed properties:
frontier orbital gap: 10.19 eV
2S+1: 1
E_HOMO: -0.3500 hartree
SMILES: C#C[C@](C)(O)CO
total charge: 0
energy above the lowest of the compared OMol25 structures with the same formula, charge and spin: 3.667 eV

Geometry (Å):
C  -0.18692  -1.48927  0.64572
C  -0.27412  -0.18704  -0.22017
O  -0.98440  -0.37882  -1.42755
C  -0.84333  1.07593  0.45746
O  -0.82870  2.17700  -0.44177
C  1.18000  -0.19768  -0.36153
C  2.33446  -0.56690  -0.28627
H  -0.70472  -2.29073  0.12723
H  -0.50161  -1.31175  1.67382
H  0.89355  -1.76010  0.65404
H  -1.12330  0.50897  -1.80606
H  -0.29905  1.30286  1.38132
H  -1.90093  0.91896  0.69620
H  0.07821  2.50520  -0.50917
H  3.31842  -0.38014  -0.59960

Cartesian forces (eV/Å) of the 2 atoms listed first:
-0.18 -0.55 0.33
0.48 -0.26 0.39

natural (NBO) population analysis, charges in e, atoms 1 to 5: -0.617, 0.124, -0.697, -0.073, -0.723

No. 3
This record from the Open Molecules 2025 dataset describes a single C5H8O2 molecule. The level of theory is ωB97M-V/def2-TZVPD.

Computed properties:
frontier orbital gap: 10.24 eV
2S+1: 1
E_HOMO: -0.3539 hartree
SMILES: C#C[C@](C)(O)CO
total charge: 0
energy above the lowest of the compared OMol25 structures with the same formula, charge and spin: 3.464 eV

Geometry (Å):
C  -0.76851  -1.51428  0.50572
C  -0.23116  -0.25931  -0.19680
O  -0.65643  -0.24231  -1.56024
C  -0.48353  1.14580  0.50924
O  -0.89932  2.12525  -0.39251
C  1.20395  -0.11290  -0.07465
C  2.31649  0.29610  0.15674
H  -1.83473  -1.66843  0.30613
H  -0.61795  -1.43365  1.58596
H  -0.23344  -2.40910  0.16161
H  0.11239  -0.40719  -2.12296
H  0.51270  1.40555  0.92944
H  -1.17538  1.05550  1.34508
H  -0.60341  1.84505  -1.27136
H  3.35834  0.17392  0.11860

Cartesian forces (eV/Å) of the 2 atoms listed first:
0.01 0.13 0.08
0.33 0.22 0.37

natural (NBO) population analysis, charges in e, atoms 1 to 5: -0.611, 0.127, -0.707, -0.054, -0.704

No. 4
This record from the Open Molecules 2025 dataset describes a single C5H8O2 molecule. The level of theory is ωB97M-V/def2-TZVPD.

Computed properties:
frontier orbital gap: 10.46 eV
2S+1: 1
E_HOMO: -0.3566 hartree
SMILES: C[C@@]12C[C@]1(O)CO2
total charge: 0
energy above the lowest of the compared OMol25 structures with the same formula, charge and spin: 3.835 eV

Geometry (Å):
C  0.11425  1.09379  1.63246
C  -0.28101  0.12011  0.59080
C  -1.36366  -0.54811  -0.16620
C  -0.09752  -0.03954  -0.86680
O  -0.16538  0.95165  -1.81708
C  1.11037  -0.90688  -0.63680
O  0.81813  -1.00308  0.75003
H  -0.52079  1.16906  2.52416
H  0.46573  2.06631  1.28491
H  0.96549  0.38165  1.71066
H  -1.54865  -1.59041  0.07495
H  -2.24017  0.03736  -0.44099
H  -0.41076  0.51773  -2.64279
H  1.10787  -1.87933  -1.12476
H  2.04609  -0.37030  -0.87255

Cartesian forces (eV/Å) of the 2 atoms listed first:
0.20 -0.31 0.11
0.99 -1.01 0.04

natural (NBO) population analysis, charges in e, atoms 1 to 5: -0.694, 0.245, -0.458, 0.188, -0.680

No. 5
This record from the Open Molecules 2025 dataset describes a single C5H8O2 molecule. The level of theory is ωB97M-V/def2-TZVPD.

Computed properties:
frontier orbital gap: 9.23 eV
2S+1: 1
E_HOMO: -0.3069 hartree
total charge: 0
energy above the lowest of the compared OMol25 structures with the same formula, charge and spin: 3.985 eV

Geometry (Å):
C  0.86456  -0.06662  1.55574
C  0.33449  -0.65811  0.26253
O  -0.99038  -1.17766  0.61560
C  -1.94730  -1.14371  -0.26520
C  -0.25749  1.51050  -0.83606
C  0.29879  0.30354  -0.90195
O  0.90540  -0.23038  -1.99602
H  0.20698  0.73403  1.91056
H  0.89382  -0.84127  2.32704
H  1.86739  0.34485  1.40803
H  0.92166  -1.53395  -0.03588
H  -2.79248  -1.59433  0.31508
H  -0.34734  2.17510  -1.69157
H  -0.71002  1.83452  0.09188
H  0.75191  0.34348  -2.75979

Cartesian forces (eV/Å) of the 2 atoms listed first:
0.04 0.04 0.04
0.27 0.11 -0.03

natural (NBO) population analysis, charges in e, atoms 1 to 5: -0.617, 0.034, -0.478, 0.088, -0.512

No. 6
This record from the Open Molecules 2025 dataset describes a molecular structure, C5H8O2. The level of theory is ωB97M-V/def2-TZVPD.

Computed properties:
frontier orbital gap: 11.11 eV
2S+1: 1
E_HOMO: -0.3811 hartree
total charge: 0
energy above the lowest of the compared OMol25 structures with the same formula, charge and spin: 0.492 eV

Geometry (Å):
C  -0.99277  1.25437  -0.57618
C  -0.15032  0.15711  0.05219
C  -0.89081  -0.89941  0.88694
C  0.95426  -0.45064  -0.80433
C  1.83302  -0.13455  0.37439
O  2.94774  -0.40846  0.70620
O  0.91425  0.67596  0.96898
H  -0.35917  2.02189  -1.03597
H  -1.61418  0.81247  -1.36667
H  -1.65638  1.73695  0.14829
H  -0.57023  -1.93446  0.71342
H  -0.57601  -0.67847  1.89236
H  -1.97817  -0.88995  0.79038
H  0.83458  -1.47186  -1.15030
H  1.30420  0.20905  -1.59971

Cartesian forces (eV/Å) of the 2 atoms listed first:
0.07 -0.11 0.13
-0.22 -0.11 -0.02

natural (NBO) population analysis, charges in e, atoms 1 to 5: -0.629, 0.259, -0.650, -0.548, 0.796

No. 7
This record from the Open Molecules 2025 dataset describes a single C5H8O2 molecule. The level of theory is ωB97M-V/def2-TZVPD.

Computed properties:
frontier orbital gap: 10.85 eV
2S+1: 1
E_HOMO: -0.3653 hartree
SMILES: C[C@@]1(O)C[C@H]2O[C@H]21
total charge: 0
energy above the lowest of the compared OMol25 structures with the same formula, charge and spin: 2.464 eV

Geometry (Å):
C  -1.00814  0.34122  -1.43454
C  -0.20182  0.32176  -0.15420
O  -0.11319  1.62559  0.41536
C  -0.56660  -0.61219  1.03801
C  0.94081  -0.85236  1.20050
O  1.30132  -1.62338  0.07487
C  1.23520  -0.20742  -0.07997
H  -1.06797  -0.65665  -1.88019
H  -2.02094  0.70852  -1.23004
H  -0.54196  1.02038  -2.16073
H  0.54721  2.11705  -0.09360
H  -1.10394  -0.06612  1.81761
H  -1.06280  -1.56246  0.80028
H  1.53114  -0.86356  2.11372
H  2.13168  0.30961  -0.42708

Cartesian forces (eV/Å) of the 2 atoms listed first:
0.07 -0.05 0.00
-0.13 -0.26 -0.17

natural (NBO) population analysis, charges in e, atoms 1 to 5: -0.634, 0.234, -0.714, -0.438, 0.063

No. 8
This record from the Open Molecules 2025 dataset describes 3 unconnected molecules or ions with the total composition C5H8O2. The level of theory is ωB97M-V/def2-TZVPD.

Computed properties:
frontier orbital gap: 8.90 eV
2S+1: 1
E_HOMO: -0.3202 hartree
total charge: 0
energy above the lowest of the compared OMol25 structures with the same formula, charge and spin: 4.673 eV

Geometry (Å):
C  -1.34141  -0.59160  -0.33260
C  -0.36926  0.47610  -0.06411
O  -0.77703  1.71647  -0.33944
C  0.62111  0.25443  1.10119
C  1.66304  -0.47795  0.21975
C  0.93010  -0.09098  -1.05603
O  1.19608  0.04311  -2.21151
H  -2.50019  0.28257  0.22607
H  -1.75786  -0.62057  -1.34100
H  -1.17903  -1.59312  0.09069
H  -2.05154  1.40886  -0.28789
H  0.98612  1.22112  1.46105
H  0.22734  -0.33041  1.93971
H  2.70115  -0.12817  0.26035
H  1.65137  -1.56985  0.33376

Cartesian forces (eV/Å) of the 2 atoms listed first:
-2.86 1.92 1.02
2.65 -1.42 -1.55

natural (NBO) population analysis, charges in e, atoms 1 to 5: -0.436, 0.143, -0.656, -0.437, -0.538